Entry 1:
12
Properties=species:S:1:pos:R:3 method="wB97M-V/def2-TZVPD" smiles=N#C[C@H](O)CN homo_lumo_gap_ev=11.375
N -1.278 -0.748 0.501
C -0.667 0.326 -0.273
C 0.842 0.496 0.152
O 1.149 -0.272 1.271
C 1.723 0.157 -0.997
N 2.383 -0.073 -1.918
H -2.105 -0.442 0.998
H -1.521 -1.550 -0.065
H -0.723 0.126 -1.348
H -1.190 1.268 -0.091
H 1.032 1.553 0.379
H 0.356 -0.841 1.391

---

Entry 2:
10
Properties=species:S:1:pos:R:3 method="wB97M-V/def2-TZVPD" smiles="O=S(=O)(OO)C(F)F" homo_lumo_gap_ev=11.755
C -0.538 1.240 -0.036
O -0.047 -1.094 -1.513
O -1.796 -1.212 0.239
O 1.774 -0.527 0.221
O 0.623 -0.982 0.897
F -1.434 1.823 -0.811
F -0.799 1.366 1.287
S -0.557 -0.725 -0.288
H 0.506 1.444 -0.260
H 2.269 -1.332 0.263

---

Entry 3:
98
Properties=species:S:1:pos:R:3 method="wB97M-V/def2-TZVPD" homo_lumo_gap_ev=6.531
Zn 0.017 -0.143 0.356
C 2.487 0.512 -1.412
C 3.058 0.782 -0.020
N 2.134 0.425 1.078
C 2.029 1.512 2.084
C 1.370 2.797 1.615
C 2.554 -0.773 1.840
C 1.360 -1.614 2.350
N 0.197 -0.763 2.275
C -0.977 -1.057 2.876
C -1.942 -0.023 2.962
F -1.586 1.192 2.480
C -3.192 -0.197 3.493
F -4.058 0.832 3.493
C -3.578 -1.407 4.039
C -2.649 -2.426 4.008
F -2.981 -3.619 4.527
C -1.398 -2.276 3.446
F -0.590 -3.359 3.407
H 3.083 1.025 -2.169
H 1.460 0.880 -1.465
H 2.481 -0.549 -1.656
H 3.298 1.843 0.053
H 4.008 0.252 0.102
H 3.038 1.729 2.466
H 1.437 1.108 2.903
H 1.980 3.352 0.903
H 1.194 3.444 2.477
H 0.412 2.577 1.150
H 3.165 -0.450 2.691
H 3.196 -1.405 1.230
H 1.570 -1.956 3.366
H 1.250 -2.508 1.723
H -4.563 -1.554 4.458
C 3.200 -5.080 -2.363
C 3.465 -4.141 -1.380
C 2.487 -3.232 -1.010
C 1.228 -3.265 -1.596
C 0.970 -4.204 -2.599
C 1.953 -5.100 -2.978
N 0.263 -2.313 -1.147
N -0.887 -2.595 -1.511
C -1.928 -1.696 -1.238
C -3.145 -2.050 -1.840
C -4.267 -1.277 -1.629
C -4.168 -0.156 -0.812
C -2.950 0.193 -0.240
C -1.795 -0.563 -0.425
H 3.962 -5.792 -2.656
H 4.436 -4.116 -0.900
H 2.677 -2.486 -0.256
H -0.003 -4.210 -3.066
H 1.748 -5.822 -3.758
H -3.177 -2.934 -2.467
H -5.216 -1.545 -2.077
H -5.049 0.445 -0.610
H -2.910 1.073 0.391
O -0.105 1.741 -1.001
P -0.542 2.913 -1.803
N 0.659 4.045 -1.893
C 2.022 3.569 -2.193
C 2.800 4.851 -2.476
C 1.745 5.760 -3.112
C 0.498 5.452 -2.286
N -0.944 2.420 -3.324
C -1.248 3.356 -4.413
C -1.962 2.496 -5.466
C -1.534 1.063 -5.125
C -1.491 1.082 -3.603
N -1.808 3.832 -1.249
C -1.727 4.364 0.128
C -3.143 4.910 0.416
C -3.922 4.708 -0.896
C -3.210 3.517 -1.527
H 2.026 2.913 -3.073
H 2.420 3.007 -1.351
H 3.660 4.675 -3.121
H 3.153 5.290 -1.540
H 1.592 5.485 -4.158
H 2.011 6.815 -3.067
H -0.432 5.618 -2.829
H 0.478 6.088 -1.394
H -0.319 3.774 -4.815
H -1.872 4.193 -4.082
H -1.689 2.790 -6.478
H -3.045 2.592 -5.363
H -0.541 0.855 -5.529
H -2.230 0.314 -5.502
H -0.853 0.315 -3.167
H -2.500 0.956 -3.196
H -0.963 5.141 0.178
H -1.461 3.582 0.845
H -3.117 5.956 0.716
H -3.606 4.340 1.220
H -3.817 5.582 -1.540
H -4.981 4.519 -0.730
H -3.383 3.419 -2.599
H -3.536 2.595 -1.036

---

Entry 4:
102
Properties=species:S:1:pos:R:3 method="wB97M-V/def2-TZVPD" homo_lumo_gap_ev="7.644 / 5.668" multiplicity=5
Pt 0.240 0.429 -0.325
O 1.975 -0.738 -0.724
C 2.252 -2.008 -0.261
C 1.223 -3.012 -0.841
C -0.148 -3.000 -0.232
C -0.768 -4.219 0.033
C -2.024 -4.235 0.607
C -2.641 -3.031 0.887
C -1.998 -1.845 0.555
C -2.678 -0.541 0.780
C -1.987 0.282 1.912
O -0.633 0.417 1.712
C -2.634 1.672 2.033
C -3.631 2.142 1.189
C -4.131 3.431 1.331
C -3.637 4.270 2.316
C -2.637 3.808 3.162
C -2.143 2.523 3.020
C -2.209 -0.517 3.209
C -1.178 -1.290 3.726
C -1.389 -2.070 4.855
C -2.630 -2.085 5.472
C -3.662 -1.311 4.957
C -3.452 -0.527 3.833
N -0.768 -1.844 0.015
C 2.420 -2.043 1.271
C 1.864 -3.003 2.108
C 2.141 -2.998 3.471
C 2.976 -2.037 4.011
C 3.532 -1.071 3.183
C 3.259 -1.078 1.827
C 3.630 -2.417 -0.837
C 4.225 -3.621 -0.470
C 5.467 -3.969 -0.976
C 6.131 -3.115 -1.847
C 5.543 -1.915 -2.212
C 4.295 -1.568 -1.710
H 1.621 -4.024 -0.802
H 1.129 -2.728 -1.894
H -0.253 -5.142 -0.196
H -2.514 -5.174 0.831
H -3.618 -3.000 1.351
H -3.721 -0.707 1.047
H -2.620 0.039 -0.137
H -4.033 1.518 0.401
H -4.908 3.778 0.659
H -4.023 5.276 2.420
H -2.239 4.456 3.934
H -1.360 2.168 3.680
H -0.213 -1.270 3.236
H -0.578 -2.668 5.253
H -2.796 -2.694 6.352
H -4.634 -1.313 5.435
H -4.254 0.087 3.439
H 1.221 -3.776 1.713
H 1.693 -3.754 4.105
H 3.202 -2.046 5.071
H 4.185 -0.312 3.595
H 3.696 -0.329 1.177
H 3.726 -4.280 0.231
H 5.921 -4.907 -0.684
H 7.105 -3.385 -2.233
H 6.056 -1.241 -2.888
H 3.822 -0.635 -1.986
S 3.277 3.461 -2.621
C 2.440 2.719 -3.950
C 2.574 2.966 -5.310
C 1.806 2.221 -6.185
C 0.925 1.245 -5.711
C 0.786 1.000 -4.360
C 1.546 1.750 -3.463
N 1.553 1.633 -2.092
C 2.387 2.428 -1.512
C 2.550 2.479 -0.070
C 3.611 3.175 0.516
C 3.748 3.201 1.891
C 2.820 2.544 2.687
C 1.765 1.849 2.108
C 1.627 1.803 0.734
H 3.265 3.717 -5.670
H 1.896 2.392 -7.249
H 0.347 0.667 -6.421
H 0.103 0.254 -3.980
H 4.324 3.690 -0.118
H 4.578 3.730 2.342
H 2.921 2.565 3.766
H 1.047 1.335 2.735
C -3.376 1.101 -5.153
Si -3.644 1.648 -3.370
C -3.936 3.506 -3.281
C -5.127 0.746 -2.620
C -2.158 1.195 -2.380
C -1.210 0.859 -1.689
H -4.236 1.360 -5.774
H -3.231 0.021 -5.214
H -2.494 1.584 -5.578
H -4.919 3.768 -3.677
H -3.185 4.055 -3.852
H -3.886 3.849 -2.246
H -5.960 0.684 -3.323
H -5.487 1.267 -1.730
H -4.858 -0.271 -2.329

---

Entry 5:
9
Properties=species:S:1:pos:R:3 method="wB97M-V/def2-TZVPD" smiles="C=C.O" homo_lumo_gap_ev=11.546
C 1.226 -0.595 -0.086
C 0.833 0.621 -0.039
H -2.316 -0.673 0.557
H -1.499 0.492 0.286
H 0.348 -1.301 -0.112
H 2.235 -0.910 -0.143
H -0.208 0.926 -0.207
H 1.438 1.503 -0.058
O -2.057 -0.062 -0.198

---

Entry 6:
65
Properties=species:S:1:pos:R:3 method="wB97M-V/def2-TZVPD" homo_lumo_gap_ev=6.521 total_charge=-2
Sn 1.748 1.934 0.984
O 3.702 1.126 4.582
C 3.310 1.325 3.447
O 2.088 1.573 3.103
C 4.327 1.304 2.245
O 5.505 1.094 2.442
O 3.800 1.526 1.074
C 2.578 -0.351 -2.478
C 2.541 1.115 -2.732
N 2.476 2.059 -1.825
C 2.499 3.255 -2.517
C 2.569 3.011 -3.867
N 2.596 1.651 -3.975
C 2.620 3.820 -5.141
O 2.579 5.074 -5.012
O 2.698 3.156 -6.187
C 2.457 4.561 -1.801
O 2.451 5.644 -2.559
O 2.443 4.624 -0.591
H 2.469 -0.530 -1.412
H 3.527 -0.778 -2.811
H 1.766 -0.859 -3.004
H 2.650 1.204 -4.877
H 2.494 5.430 -3.568
C -2.613 -6.114 0.076
C -1.862 -7.415 0.156
O -2.391 -8.495 0.046
S -0.103 -7.381 0.416
C 0.288 -5.654 0.517
C 0.712 -4.966 -0.616
C 0.997 -3.614 -0.547
C 0.865 -2.911 0.657
C 0.466 -3.624 1.798
C 0.187 -4.976 1.729
C 1.119 -1.511 0.728
C 1.337 -0.315 0.817
H -3.660 -6.341 -0.113
H -2.209 -5.493 -0.724
H -2.506 -5.543 0.997
H 0.807 -5.495 -1.557
H 1.319 -3.078 -1.431
H 0.386 -3.094 2.737
H -0.117 -5.516 2.618
C -2.195 -1.135 2.503
C -3.209 0.004 2.442
C -3.332 0.620 1.052
S -1.808 1.460 0.523
O -2.030 1.822 -0.907
C -2.008 2.982 1.535
C -2.286 4.205 0.672
C -3.716 4.259 0.147
H -2.143 -1.555 3.509
H -1.195 -0.802 2.223
H -2.476 -1.938 1.816
H -2.939 0.778 3.167
H -4.196 -0.360 2.743
H -4.153 1.336 0.974
H -3.475 -0.152 0.292
H -1.062 3.092 2.065
H -2.804 2.819 2.266
H -1.582 4.216 -0.161
H -2.074 5.090 1.277
H -3.903 3.423 -0.526
H -3.892 5.183 -0.406
H -4.438 4.218 0.969

---

Entry 7:
46
Properties=species:S:1:pos:R:3 method="wB97M-V/def2-TZVPD" smiles="CC(C)C[C@H](N)C(=O)N[C@@H](Cc1c[nH]c2ccccc12)C(=O)O" homo_lumo_gap_ev=7.728
C -2.648 -1.341 -0.492
C -1.587 -0.262 -0.507
C -3.930 -0.891 -1.296
C -4.751 0.274 -0.708
C -5.399 -0.180 0.625
C -4.112 1.649 -0.812
C -0.150 1.058 1.142
C 0.616 2.061 0.202
C 0.942 0.382 2.152
C 1.751 -0.456 1.294
C 1.420 -1.734 1.029
C 2.752 -0.157 0.336
C 3.326 -1.406 -0.090
C 3.462 1.091 0.002
C 4.354 -1.489 -0.935
C 4.503 0.921 -0.837
C 4.935 -0.274 -1.390
H -3.761 -2.438 0.757
H -2.184 -2.632 0.951
H -2.268 -2.268 -1.023
H -4.538 -1.828 -1.234
H -3.664 -0.813 -2.306
H -5.419 0.206 -1.519
H -5.937 -1.099 0.590
H -4.436 -0.238 1.393
H -5.987 0.739 1.029
H -3.620 2.173 -1.693
H -4.898 2.408 -0.393
H -3.352 1.588 0.018
H -1.675 -0.226 1.474
H -0.616 1.797 1.842
H 0.317 -0.142 2.866
H 1.570 1.191 2.559
H 0.722 -2.378 1.528
H 2.113 -3.207 -0.277
H 3.163 2.196 0.214
H 4.498 -2.454 -1.447
H 5.041 1.901 -1.286
H 5.872 -0.223 -1.956
H 0.139 1.249 -1.179
N -2.873 -1.907 0.807
N -1.058 0.059 0.741
N 2.342 -2.388 0.279
O -1.156 0.334 -1.486
O 1.087 3.070 0.772
O 0.962 1.428 -0.785

---

Entry 8:
25
Properties=species:S:1:pos:R:3 method="wB97M-V/def2-TZVPD" smiles=CC[C@@H](O)[C@H](C)N(C)N homo_lumo_gap_ev=9.333
C -1.186 0.415 0.333
C 0.147 -0.198 0.754
C -1.300 0.153 -1.335
C 1.637 1.437 -0.353
C 0.560 0.251 2.159
C -1.440 -1.324 -1.652
N 1.130 0.077 -0.316
N 2.236 -0.811 -0.337
O -2.202 -0.254 1.066
H -3.053 -0.017 0.680
H -1.208 1.492 0.560
H 0.006 -1.284 0.762
H 1.893 -1.747 -0.538
H 2.721 -0.834 0.566
H -2.219 0.685 -1.590
H -0.527 0.615 -1.944
H 2.214 1.547 -1.271
H 2.280 1.676 0.504
H 0.800 2.131 -0.367
H -0.199 -0.086 2.861
H 0.617 1.336 2.224
H 1.529 -0.169 2.435
H -0.474 -1.822 -1.622
H -2.094 -1.810 -0.930
H -1.864 -1.458 -2.648

---

Entry 9:
15
Properties=species:S:1:pos:R:3 method="wB97M-V/def2-TZVPD" homo_lumo_gap_ev="7.903 / 9.991" total_charge=+1
C -0.901 0.021 1.523
C -1.085 0.126 0.245
C 0.459 -0.120 2.120
C 0.452 -1.091 -1.322
N 1.453 -0.013 1.413
N 0.282 1.244 -1.380
N -0.036 0.208 -0.631
H -1.756 0.031 2.121
H -2.139 0.089 -0.132
H 0.445 0.101 3.203
H 1.502 -1.144 -0.891
H -0.247 -1.873 -0.991
H 0.476 -1.064 -2.479
H -0.226 2.090 -1.305
H 1.319 1.395 -1.496

---

Entry 10:
20
Properties=species:S:1:pos:R:3 method="wB97M-V/def2-TZVPD" homo_lumo_gap_ev=10.102
C -1.993 0.421 -0.196
C -1.558 -1.090 -0.113
C 0.233 0.249 -0.137
C -0.735 1.152 0.233
C 1.162 -0.657 0.904
C 2.133 -0.481 -0.234
C 1.382 0.766 -0.756
H -2.768 0.511 -1.017
H -2.669 0.473 0.794
H -1.303 -1.182 1.040
H -2.289 -1.957 -0.425
H -0.826 1.940 -0.332
H -0.701 1.363 1.420
H 1.429 -0.063 1.856
H 0.649 -1.691 1.123
H 1.572 -1.025 -1.297
H 3.240 -0.641 -0.020
H 1.787 1.725 -0.006
H 1.640 1.165 -1.877
O -0.385 -0.978 -0.958

---

Entry 11:
57
Properties=species:S:1:pos:R:3 method="wB97M-V/def2-TZVPD" homo_lumo_gap_ev="6.624 / 5.489" total_charge=-1 multiplicity=2
O 3.539 -1.809 0.253
C 2.066 -1.828 0.346
C 1.920 -1.978 -1.179
H 1.675 -0.880 0.708
H 1.666 -2.689 0.906
C 3.427 -2.345 -1.097
H 1.723 -1.002 -1.668
H 1.260 -2.763 -1.539
C 4.298 -1.675 -2.136
H 4.053 -0.612 -2.261
H 4.083 -2.182 -3.082
H 5.363 -1.832 -1.931
C 3.649 -3.856 -1.080
H 2.844 -4.403 -0.566
H 4.623 -4.116 -0.647
H 3.659 -4.212 -2.111
Cu -1.465 -0.036 0.321
C -3.321 -1.043 -1.747
C -3.899 0.244 -1.735
C -2.864 1.210 -1.610
H -4.959 0.483 -1.855
C -1.590 0.536 -1.613
C -1.897 -0.885 -1.630
H -1.173 -1.657 -1.857
H -3.864 -1.991 -1.850
H -2.961 2.289 -1.654
H -0.589 0.949 -1.738
C -2.711 -1.228 1.557
C -1.813 -2.299 1.181
C -0.822 -2.435 2.192
H -1.962 -2.963 0.341
C -1.054 -1.438 3.170
C -2.184 -0.680 2.785
H -2.612 0.118 3.374
H -3.699 -1.033 1.133
H -0.025 -3.173 2.233
H -0.505 -1.320 4.102
O 0.581 1.672 0.148
C 1.943 1.761 -0.314
C 2.502 3.156 -0.038
H 1.905 1.575 -1.395
H 2.519 0.967 0.160
C 1.291 3.996 0.379
H 2.909 3.573 -0.959
H 3.299 3.189 0.705
C 0.132 3.039 0.232
H 1.145 4.814 -0.316
H 1.367 4.422 1.386
H -0.445 3.231 -0.690
H -0.509 3.126 1.122
C -3.864 2.229 1.530
C -2.400 2.364 1.782
O -1.939 3.481 2.133
O -1.586 1.347 1.693
H -4.279 3.187 1.213
H -4.357 1.907 2.455
H -4.090 1.498 0.757

---

| no. | M (g mol⁻¹) | calculated total energy (eV) |
| --- | --- | --- |
| 1 | 86.09 | -8235.22514 |
| 2 | 148.09 | -25525.24888 |
| 3 | 767.18 | -119166.93595 |
| 4 | 972.16 | -82631.58174 |
| 5 | 46.07 | -4217.12447 |
| 6 | 685.32 | -76271.35071 |
| 7 | 317.39 | -28611.40996 |
| 8 | 132.21 | -11507.71969 |
| 9 | 98.13 | -8736.01432 |
| 10 | 112.17 | -9494.36073 |
| 11 | 411.02 | -75106.78971 |